No. 1
{"formula": "C6H35NO11", "method": "wB97M-V/def2-TZVPD", "elements": ["C", "C", "C", "C", "C", "N", "C", "H", "H", "H", "H", "H", "H", "H", "H", "H", "H", "H", "H", "H", "O", "H", "H", "O", "H", "H", "O", "H", "H", "O", "H", "H", "O", "H", "H", "O", "H", "H", "O", "H", "H", "O", "H", "H", "O", "H", "H", "O", "H", "H", "O", "H", "H"], "coordinates": [[-1.184623, -3.549652, -1.022637], [-1.228532, -2.104993, -0.422394], [-0.245993, -1.177364, -1.214932], [0.701382, -0.469143, -0.257481], [1.125214, 0.773756, -0.508667], [2.018408, 1.486394, 0.289768], [2.045226, 2.943894, 0.212173], [-0.992054, -3.451321, -2.085060], [-0.349934, -4.047571, -0.533859], [-2.068288, -4.111493, -0.752814], [-0.881658, -2.109750, 0.609140], [-2.278915, -1.824417, -0.472675], [-0.927527, -0.465762, -1.656701], [0.304209, -1.735754, -1.970031], [0.988352, -1.081071, 0.589947], [0.954727, 1.328224, -1.418122], [1.919404, 1.250080, 1.280720], [1.446317, 3.397331, 1.009447], [1.630164, 3.363423, -0.701976], [3.081984, 3.254766, 0.341006], [-3.103946, 0.601051, 0.762281], [-2.673169, -0.243628, 0.536292], [-2.892869, 0.624733, 1.704880], [-2.034314, -0.814191, 2.879734], [-2.443908, -1.639757, 2.608251], [-1.147316, -0.843173, 3.292652], [-0.409906, 1.822709, 1.667529], [-1.193889, 1.991859, 2.189489], [-0.572672, 0.935729, 1.284912], [1.806722, 1.021044, 3.152207], [0.871425, 1.245621, 3.248116], [2.325624, 1.820309, 3.297211], [-1.838976, -1.505247, -4.027946], [-1.558794, -0.611716, -3.732194], [-2.586832, -1.796854, -3.501377], [-2.086334, 2.463624, -0.954687], [-1.366932, 2.380607, -0.301894], [-2.664096, 1.707132, -0.703944], [-1.642285, 1.138305, -3.357119], [-2.305626, 1.420323, -3.990414], [-1.824780, 1.583176, -2.517073], [0.135876, 3.615884, -2.408628], [-0.111178, 3.859785, -3.302870], [-0.644738, 3.133024, -2.072154], [0.544847, -1.282732, 3.618046], [1.255316, -0.811442, 4.064288], [0.808574, -2.168825, 3.353036], [4.297238, -1.153157, -0.311768], [4.330782, -1.604742, -1.155085], [3.578737, -0.507287, -0.301245], [2.886284, -2.801002, 1.593184], [3.776905, -2.843281, 1.224228], [2.426369, -2.407459, 0.847210]], "forces_ev_per_angstrom": [[0.57, 1.00, 1.22], [0.94, -1.25, -0.98], [-0.81, 0.10, 1.39], [-0.97, -0.26, -1.11], [1.42, 0.50, 0.82], [-0.48, -0.13, 0.41], [0.16, 0.19, 0.17], [-0.33, -0.41, -0.17], [0.23, -0.28, -0.31], [-0.30, -0.18, -0.34], [-0.39, -0.15, 0.24], [-0.03, 0.60, 0.02], [0.47, 0.40, -0.71], [-0.23, -0.05, -0.15], [0.22, 0.52, 0.37], [-0.69, -0.25, -0.43], [0.33, -0.44, -0.53], [0.04, -0.11, 0.12], [0.24, -0.33, -0.26], [-0.04, 0.29, -0.14], [0.22, -0.67, -0.21], [-0.26, 0.31, -0.10], [-0.21, -0.01, 0.18], [-0.53, 1.25, -0.10], [0.73, -0.21, 0.45], [-0.21, -1.08, -0.29], [-0.33, -0.33, -0.06], [-0.37, 0.20, 0.16], [0.29, 0.28, 0.07], [0.43, -0.14, 0.51], [0.16, 0.32, -0.32], [-0.23, 0.04, 0.16], [0.40, -0.05, -0.30], [-0.55, -0.55, 0.07], [0.04, 0.31, 0.11], [0.06, -0.62, 0.03], [-0.22, 0.12, 0.02], [0.22, 0.68, 0.30], [0.22, -0.13, -0.34], [-0.13, 0.12, 0.00], [-0.10, 0.23, 0.12], [-0.37, -0.24, 0.28], [0.04, 0.00, -0.14], [0.41, 0.44, -0.26], [-0.81, -0.02, 0.11], [0.36, -0.28, -0.32], [0.51, 0.16, 0.14], [0.28, -0.13, 0.52], [-0.28, 0.26, -0.30], [0.01, 0.02, -0.34], [-0.07, -0.26, -0.06], [0.11, 0.12, 0.26], [-0.17, 0.12, -0.01]], "nbo_charge": [-0.610, -0.401, -0.424, -0.367, 0.014, -0.649, -0.432, 0.223, 0.203, 0.203, 0.194, 0.175, 0.210, 0.212, 0.191, 0.213, 0.408, 0.182, 0.235, 0.191, -0.976, 0.481, 0.500, -1.029, 0.489, 0.525, -0.976, 0.475, 0.500, -0.959, 0.498, 0.483, -0.980, 0.500, 0.461, -0.991, 0.500, 0.514, -0.981, 0.482, 0.496, -0.963, 0.474, 0.483, -0.990, 0.512, 0.503, -0.969, 0.474, 0.496, -0.955, 0.487, 0.466], "total_charge": 0, "energy_ha": -1131.9672, "e_above_lowest_kcal_mol": 53.02, "homo_lumo_gap_ev": 8.11, "fmax_ha_per_bohr": 0.0358, "molar_mass_g_mol": 297.34}

***

No. 2
{"formula": "C5H3F3S3", "method": "wB97M-V/def2-TZVPD", "elements": ["F", "C", "F", "F", "C", "C", "C", "S", "S", "C", "S", "H", "H", "H"], "coordinates": [[-1.087024, -1.042433, -1.880771], [0.180236, -0.601325, -1.803037], [0.925933, -1.377218, -2.579362], [0.195707, 0.643639, -2.315758], [0.693730, -0.630517, -0.380959], [-0.082992, 0.208880, 0.603989], [-1.160560, 0.965563, 0.311296], [-1.932371, 1.870107, 1.563687], [-0.608997, 1.234545, 3.016672], [0.368602, 0.216314, 1.991825], [1.649297, -0.598754, 2.613762], [0.694521, -1.657201, -0.044547], [1.769224, -0.314511, -0.414718], [-1.605305, 1.082911, -0.682078]], "forces_ev_per_angstrom": [[-0.22, -0.07, -0.15], [-0.03, 0.19, 0.85], [0.23, -0.21, -0.40], [0.02, 0.04, -0.18], [0.69, 0.67, -0.07], [0.10, 0.07, -0.02], [-0.20, 0.20, -0.08], [0.23, -0.20, -0.12], [0.02, -0.11, -0.23], [-0.09, 0.03, -0.21], [-0.10, 0.06, -0.03], [0.03, -0.37, 0.07], [-0.89, -0.19, 0.12], [0.21, -0.11, 0.44]], "nbo_charge": [-0.331, 0.983, -0.313, -0.331, -0.509, -0.139, -0.306, 0.249, 0.286, -0.319, -0.052, 0.259, 0.260, 0.263], "total_charge": 0, "energy_ha": -1686.5114, "e_above_lowest_kcal_mol": 0.61, "homo_lumo_gap_ev": 7.78, "fmax_ha_per_bohr": 0.0188, "molar_mass_g_mol": 216.27}

***

No. 3
{"formula": "C5H7PS", "method": "wB97M-V/def2-TZVPD", "elements": ["C", "C", "C", "C", "C", "P", "S", "H", "H", "H", "H", "H", "H", "H"], "coordinates": [[0.326167, -1.155828, 0.469658], [-0.805145, -1.510580, -0.070970], [0.834470, 0.235067, 0.231486], [2.089238, 0.639108, 0.441706], [-0.282832, 1.084119, -0.209811], [-1.703508, 0.014582, -0.619565], [-3.346260, 0.308318, 0.278477], [0.950845, -1.981473, 0.841405], [-1.225540, -2.574125, -0.208387], [2.378621, 1.716010, 0.421006], [3.036152, 0.033533, 0.719051], [-0.631831, 1.372530, 0.846882], [0.180307, 2.000946, -0.702695], [-1.800683, -0.182211, -2.438247]], "forces_ev_per_angstrom": [[2.74, -0.85, -0.28], [-2.79, -0.57, -1.48], [0.96, -2.14, 0.62], [2.06, 0.34, 0.59], [0.38, 2.26, 2.09], [0.86, -1.63, -3.76], [-0.83, 0.37, 0.20], [0.16, 0.79, 0.20], [0.65, 2.00, 0.59], [-0.57, -0.81, -0.52], [-2.25, 0.46, -0.27], [-0.10, 0.44, -1.48], [-1.56, -1.18, 0.13], [0.29, 0.50, 3.39]], "nbo_charge": [-0.200, -0.493, -0.037, -0.390, -0.821, 1.028, -0.515, 0.225, 0.259, 0.201, 0.218, 0.276, 0.284, -0.036], "total_charge": 0, "energy_ha": -934.1644, "e_above_lowest_kcal_mol": 46.95, "homo_lumo_gap_ev": 9.10, "fmax_ha_per_bohr": 0.0813, "molar_mass_g_mol": 130.15}

***

No. 4
{"formula": "C6H9N7", "method": "wB97M-V/def2-TZVPD", "elements": ["N", "C", "C", "N", "C", "C", "C", "C", "N", "N", "N", "N", "N", "H", "H", "H", "H", "H", "H", "H", "H", "H"], "coordinates": [[1.832537, -3.491325, 0.696593], [1.129889, -2.229571, 1.276932], [-0.369139, -1.966119, 0.654005], [-0.701415, -0.543401, 0.740390], [-0.733309, 0.466399, 0.058381], [-1.130421, 1.710261, 0.767083], [-0.710993, 2.919906, 0.175413], [-0.326426, 2.756007, -1.150356], [-0.272823, 3.758242, -2.132093], [-0.005185, 3.099020, -3.264652], [0.270254, 1.810294, -3.151581], [-0.072924, 1.566604, -1.789457], [-0.164222, 0.416624, -1.061128], [2.094750, -3.391242, -0.535142], [1.152880, -4.447337, 0.681540], [1.553423, -1.947169, 2.323838], [1.502235, -1.258252, 0.804261], [-0.484845, -2.014489, -0.472853], [-1.109888, -2.575334, 1.033475], [-1.204072, -0.486368, 1.765546], [-1.298676, 1.953691, 1.939825], [-0.951633, 3.893559, 0.639980]], "forces_ev_per_angstrom": [[-1.50, -1.25, -3.59], [0.65, 1.24, -2.98], [2.62, 1.71, -2.49], [-3.54, -8.58, 12.46], [-0.34, 7.38, -0.75], [1.69, 4.18, 1.45], [-2.38, -2.85, 1.49], [0.80, 2.02, -5.04], [-0.13, -2.89, 0.74], [1.39, -0.28, 0.28], [-2.19, 0.93, 2.76], [-0.15, 1.75, 1.68], [1.80, 0.00, -5.39], [-1.37, -0.01, 5.02], [2.08, 3.74, 0.25], [-1.93, -1.37, -1.11], [0.70, -1.64, -0.06], [1.38, -1.29, 0.98], [-1.75, -0.95, 1.18], [1.68, 0.69, -3.53], [-0.15, -1.86, -2.82], [0.62, -0.65, -0.52]], "nbo_charge": [-0.870, -0.272, -0.220, -0.530, 0.356, -0.250, -0.170, 0.201, -0.272, -0.051, -0.068, -0.006, -0.334, 0.369, 0.365, 0.233, 0.207, 0.232, 0.195, 0.385, 0.245, 0.255], "total_charge": 0, "energy_ha": -617.0555, "e_above_lowest_kcal_mol": 182.71, "homo_lumo_gap_ev": 8.57, "fmax_ha_per_bohr": 0.3022, "molar_mass_g_mol": 179.19}

***

No. 5
{"formula": "C3H31O12S", "method": "wB97M-V/def2-TZVPD", "elements": ["C", "C", "C", "S", "H", "H", "H", "H", "H", "H", "H", "H", "H", "O", "H", "H", "O", "H", "H", "O", "H", "H", "O", "H", "H", "O", "H", "H", "O", "H", "H", "O", "H", "H", "O", "H", "H", "O", "H", "H", "O", "H", "H", "O", "H", "H", "O"], "coordinates": [[0.557032, -2.073048, 2.334591], [0.333265, -1.274669, 1.041978], [-1.127633, -0.594333, 1.073935], [-2.110263, -1.513471, -0.287892], [1.350693, -1.641768, 3.103316], [0.963218, -3.107565, 2.237811], [-0.246986, -2.190733, 3.058291], [0.978628, -0.386720, 0.985397], [0.622523, -1.782501, 0.086051], [-0.870678, 0.519458, 0.887916], [-1.724387, -0.791022, 1.963531], [1.154986, -2.743250, -2.661019], [1.321258, -1.203313, -2.700661], [1.810624, -2.002029, -2.655268], [1.343106, 4.282796, -3.585572], [0.192764, 3.437360, -3.404523], [0.613259, 3.851288, -4.117300], [-3.029602, 2.461816, -1.229051], [-2.574338, 1.315342, -0.409627], [-2.318587, 2.184109, -0.647487], [1.109621, 1.735568, -4.345992], [0.114740, 0.553853, -4.525496], [1.053997, 0.793166, -4.734843], [-4.115217, -2.269417, 3.567855], [-3.652613, -2.349142, 2.057816], [-4.074856, -1.815354, 2.738973], [-0.300071, 1.624422, -1.284624], [0.737793, 2.633877, -1.301280], [0.190789, 2.099172, -1.892638], [-3.097144, 0.801072, 4.541567], [-3.342132, 0.249122, 3.289116], [-3.229734, 1.105947, 3.657216], [-0.814482, 2.814111, 2.219339], [-1.612024, 2.945265, 3.410562], [-0.761201, 3.202423, 3.086724], [-0.337876, -2.809900, -1.251207], [-1.282503, -3.261063, -2.244140], [-0.372852, -3.172117, -2.133919], [2.662575, -2.370422, -1.281528], [2.635733, -3.217253, 0.049107], [3.202283, -2.559570, -0.458987], [4.473272, 0.246668, 0.291009], [3.377637, -0.523238, -0.596791], [3.714313, 0.283997, -0.121131], [2.500961, 1.503285, 0.508783], [1.830045, 2.594231, 1.250650], [2.150057, 2.413570, 0.429419]], "forces_ev_per_angstrom": [[2.85, -0.52, 2.11], [-0.82, 1.38, 0.89], [1.36, -0.77, -2.55], [-0.17, 1.26, 1.03], [-1.13, -0.26, -1.86], [-0.36, 0.55, -0.47], [-0.82, 0.17, -0.67], [0.40, -0.38, 0.48], [-0.85, 0.04, 1.06], [-1.22, -1.56, 0.29], [0.65, 0.41, 0.22], [0.11, 0.98, -0.18], [-0.88, 1.17, -0.21], [1.14, -1.72, -0.03], [-0.91, -0.47, -1.32], [-1.75, -1.57, 1.81], [2.62, 1.93, -0.41], [0.06, 0.17, -0.14], [-0.35, -1.98, 0.52], [0.15, 1.50, -0.18], [-0.08, -2.01, -0.90], [1.27, 0.27, -0.24], [-1.19, 1.69, 1.11], [0.15, -0.76, 0.39], [0.27, -0.12, -0.22], [-0.28, 1.11, -0.26], [-2.17, -1.63, 1.66], [0.36, -0.14, -0.01], [2.07, 1.82, -1.80], [0.29, 0.41, 1.38], [-0.41, -1.37, -1.73], [0.09, 0.97, 0.27], [0.27, -0.19, -0.81], [-0.95, -0.29, 0.71], [0.61, 0.35, 0.00], [-0.33, 0.61, 0.80], [-2.45, -0.17, -0.48], [2.31, -0.98, -0.44], [0.37, -0.19, 0.38], [1.11, 1.40, -0.90], [-1.32, -1.26, 0.50], [6.02, -1.26, 2.94], [1.28, 0.69, 1.35], [-7.23, 0.41, -4.03], [0.23, 0.26, -0.60], [-1.55, 1.07, 3.66], [1.19, -1.02, -3.15]], "nbo_charge": [-0.622, -0.430, -0.490, -0.780, 0.193, 0.196, 0.205, 0.195, 0.199, 0.168, 0.197, 0.513, 0.494, -0.984, 0.461, 0.488, -0.949, 0.467, 0.493, -0.962, 0.494, 0.466, -0.968, 0.462, 0.511, -0.974, 0.490, 0.487, -0.977, 0.452, 0.491, -0.945, 0.472, 0.479, -0.951, 0.502, 0.490, -0.989, 0.500, 0.469, -1.010, 0.466, 0.526, -0.978, 0.503, 0.456, -0.977], "total_charge": -1, "energy_ha": -1433.9632, "e_above_lowest_kcal_mol": 83.21, "homo_lumo_gap_ev": 6.61, "fmax_ha_per_bohr": 0.1612, "molar_mass_g_mol": 291.34}

***

No. 6
{"formula": "C3H5NS", "method": "wB97M-V/def2-TZVPD", "elements": ["S", "C", "C", "C", "N", "H", "H", "H", "H", "H"], "coordinates": [[-0.975168, -0.546237, 1.652254], [-0.092675, 0.217972, 0.547946], [-0.001633, -0.154323, -0.925957], [0.580114, 0.953673, -1.747188], [1.404601, -0.080300, -1.234137], [0.567975, 1.014366, 0.871959], [-0.700890, -0.955840, -1.263554], [0.199180, 1.034501, -2.796611], [0.674279, 1.954153, -1.302965], [2.115105, 0.150771, -0.554745]], "forces_ev_per_angstrom": [[-0.10, -0.06, 0.05], [-1.02, -0.78, -0.89], [-0.12, 0.98, 3.17], [-1.13, 1.21, -0.51], [0.81, -1.35, -2.70], [0.16, 0.26, -0.23], [1.08, 0.64, 0.02], [1.08, -0.58, 0.70], [-0.23, -0.42, 0.05], [-0.53, 0.10, 0.35]], "nbo_charge": [0.040, -0.278, -0.149, -0.234, -0.578, 0.182, 0.234, 0.212, 0.192, 0.381], "total_charge": 0, "energy_ha": -570.1679, "e_above_lowest_kcal_mol": 41.84, "homo_lumo_gap_ev": 8.69, "fmax_ha_per_bohr": 0.0645, "molar_mass_g_mol": 87.15}